Computed, not measured: a molecular structure, C14H31Br9InNO2P at a distorted geometry, with the ωB97M-V functional and the def2-TZVPD basis.

XYZ file:
```
59
Properties=species:S:1:pos:R:3:forces:R:3
C 2.0345 -2.9267 1.5523 -0.2 -0.2 -0.6
O 2.0798 -1.5402 1.3150 0.1 -0.1 0.4
C 0.8245 -0.8826 1.2635 -0.1 0.6 -0.3
C 0.1803 -0.8539 -0.1084 -0.5 -0.6 -0.3
C -0.4237 -2.2020 -0.5704 -0.1 -0.2 0.1
In -2.6105 -2.1249 -0.8412 0.1 0.2 -0.3
C -3.5857 -1.9021 1.1577 -0.1 0.1 0.2
C -4.4628 -0.7241 1.2947 0.2 0.2 -1.0
O -4.9100 0.0103 0.4854 0.0 -0.3 0.5
Br -4.9814 -0.3019 3.2307 0.0 0.0 0.3
P -3.2474 -4.5049 -1.5793 0.1 -0.2 1.2
N -3.2015 -5.5400 -0.3432 0.1 0.2 0.0
H 2.0824 -3.4693 0.6030 0.1 -0.1 0.0
H 2.8830 -3.2286 2.1673 0.0 0.1 0.1
H 1.0970 -3.2277 2.0235 0.1 0.0 0.3
H 0.1112 -1.2933 1.9884 0.1 -0.2 0.1
H 1.0220 0.1430 1.5789 0.1 0.0 0.1
H 0.8806 -0.5106 -0.8732 0.2 0.1 0.2
H -0.6134 -0.1012 -0.0745 0.1 0.2 0.1
H 0.0625 -2.5599 -1.4808 0.0 0.0 -0.1
H -0.2622 -2.9952 0.1622 0.1 0.1 0.1
H -3.0773 -0.8945 -1.9957 -0.1 0.0 0.0
H -2.8502 -1.8842 1.9609 0.0 0.0 0.1
H -4.2107 -2.7786 1.3517 0.0 -0.1 0.0
H -4.5424 -4.5762 -2.1722 0.2 0.0 -0.6
H -2.3281 -4.9074 -2.5861 -0.4 0.1 -0.5
H -2.5058 -6.2596 -0.4863 -0.1 -0.2 0.0
Br 1.0731 2.2944 -0.4736 0.0 0.2 -0.1
C 0.9452 3.9278 0.5692 0.1 0.0 -0.2
C 1.2449 3.6795 2.0237 -0.1 0.0 0.1
Br -0.2378 2.8064 2.9256 0.0 0.0 0.0
H -0.0529 4.3249 0.4094 0.0 0.0 0.0
H 1.6773 4.6100 0.1415 0.0 0.0 0.0
H 1.3893 4.6231 2.5455 0.0 0.0 0.0
H 2.1154 3.0462 2.1640 0.0 0.0 0.0
Br 2.9711 -4.1414 5.4999 0.0 0.0 0.1
C 4.8159 -4.1235 4.9013 -0.2 0.1 -0.1
C 5.1650 -5.3578 4.1135 0.1 -0.1 0.0
Br 5.4125 -6.9087 5.2615 0.0 0.0 0.0
H 5.4342 -4.0066 5.7852 0.0 0.0 0.0
H 4.9068 -3.2406 4.2719 0.0 0.0 0.0
H 6.1144 -5.2236 3.6007 0.0 0.0 0.0
H 4.3954 -5.6199 3.3949 0.0 0.0 0.0
Br -2.3327 2.7125 -3.7835 -0.3 -1.0 -0.4
C -0.4576 2.5562 -4.3158 -0.4 -0.8 -0.5
C -0.2321 1.2697 -5.0726 0.2 -0.1 0.1
Br -0.1962 -0.2626 -3.8810 0.0 0.0 0.0
H 0.1575 2.5865 -3.4217 0.0 0.0 0.0
H -0.2499 3.4062 -4.9562 0.0 0.0 0.0
H 0.7419 1.2910 -5.5583 0.0 0.0 0.0
H -1.0055 1.0810 -5.8097 0.0 0.0 0.0
Br -0.5683 4.9655 -2.8194 0.7 1.7 0.9
C -1.3239 6.7308 -3.0781 0.1 -0.1 0.0
C -0.9578 7.6823 -1.9693 -0.1 0.1 0.1
Br -1.9644 7.3256 -0.3457 0.1 0.0 0.0
H -2.3971 6.5926 -3.1735 0.0 0.1 0.0
H -0.9180 7.0867 -4.0228 0.0 0.0 0.0
H -1.2025 8.7056 -2.2458 0.0 0.0 0.0
H 0.0923 7.6164 -1.7047 0.0 0.0 0.0
```
Forces are in eV/Å.

## Properties
total charge = -1
HOMO-LUMO gap = 5.6 eV
energy = -24454.8163 Eh

Taken from the Löwdin analysis, the atomic charges in e are:
1 C -0.126
2 O -0.179
3 C -0.264
4 C -0.347
5 C -0.322
6 In 0.487
7 C -0.300
8 C -0.841
9 O 0.001
10 Br 0.460
11 P 0.457
12 N -0.468
13 H 0.084
14 H 0.058
15 H 0.085
16 H 0.125
17 H 0.061
18 H 0.047
19 H 0.061
20 H 0.017
21 H 0.014
22 H -0.091
23 H 0.033
24 H 0.054
25 H -0.104
26 H -0.091
27 H -0.109
28 Br 0.740
29 C -0.696
30 C -0.697
31 Br 0.634
32 H 0.028
33 H 0.054
34 H 0.052
35 H 0.049
36 Br 0.617
37 C -0.711
38 C -0.705
39 Br 0.594
40 H 0.046
41 H 0.056
42 H 0.056
43 H 0.048
44 Br 0.577
45 C -0.794
46 C -0.695
47 Br 0.659
48 H -0.035
49 H 0.022
50 H 0.053
51 H 0.046
52 Br 0.722
53 C -0.654
54 C -0.700
55 Br 0.614
56 H 0.057
57 H 0.060
58 H 0.054
59 H 0.046